No. 1
Entry from the OMol25 dataset: one molecule with the formula C3H3NOS2 at a distorted geometry (wB97M-V/def2-TZVPD).

```
! wB97M-V def2-TZVPD RIJCOSX def2/J DEFGRID3
* xyz 0 1
N -0.24037 1.59116 0.41998
S 1.43415 1.12272 0.40381
H -0.89252 -1.60408 -0.21768
C -0.39210 -0.67358 -0.13278
C -1.07008 0.62061 0.00746
H -0.61558 2.45433 0.57578
S -2.63544 1.12005 -0.15080
C 0.91913 -0.60490 0.17173
O 2.02305 1.43916 -0.87075
H 1.67920 -1.20847 0.08561
*
```

Computed properties:
- calculated total energy (eV) = -28365.3742
- relative energy (zero: lowest compared OMol25 entry of this formula, charge and spin) (kJ/mol) = 237.3
- LUMO level (eV) = -1.182
- maximum force (eV Å⁻¹) = 6.873
- HOMO energy (eV) = -8.960

Atom charges from the natural (NBO) analysis, given in e for atoms 1 to 6: -0.7921, 1.3956, 0.2462, -0.2208, 0.0639, 0.4288

No. 2
Entry from the OMol25 dataset: one molecule with the formula C3H3NOS2 at a distorted geometry (wB97M-V/def2-TZVPD).

```
! wB97M-V def2-TZVPD RIJCOSX def2/J DEFGRID3
* xyz 0 3
O -0.28132 3.85104 -1.67384
H -0.87849 -0.59262 0.15273
C -0.41915 0.10396 -0.51165
S 2.93549 2.27313 -0.30013
H -0.26120 -0.47161 -1.42916
S -1.54758 1.63111 -0.84482
H 1.42840 -0.58537 -0.09937
N 0.95037 0.31931 -0.10688
C -0.31143 2.74148 -1.28263
C 1.53194 1.47619 -0.44889
*
```

Computed properties:
- calculated total energy (eV) = -28362.9579
- relative energy (zero: lowest compared OMol25 entry of this formula, charge and spin) (kJ/mol) = 104.2
- LUMO level (spin up / spin down) (eV) = 0.455 / -1.568
- ⟨S²⟩ = 2.009
- maximum force (eV Å⁻¹) = 2.945
- HOMO energy (spin up / spin down) (eV) = -6.120 / -9.506

Atom charges from the natural (NBO) analysis, given in e for atoms 1 to 6: -0.4757, 0.2160, -0.2986, 0.0779, 0.1946, 0.2284

Look up the calculated total energy of the second one. -28362.9579 eV

What is the calculated total energy in the first record? -28365.3742 eV

relative energy (zero: lowest compared OMol25 entry of this formula, charge and spin) of number 1 (C3H3NOS2)? 237.3 kJ/mol